Record 1
Formula: C44H72F36LiN10O24S12
Source: the OMol25 dataset
Level of theory: the ωB97M-V functional and the def2-TZVPD basis

relative energy (zero: lowest compared OMol25 entry of this formula, charge and spin)	0.0000	eV
net charge	0
spin multiplicity	2
⟨S²⟩	0.760

Positions of all 199 atoms, in Å:
Li  3.132  -12.617  16.218
C  -2.078  -10.098  21.230
C  -2.056  -8.661  20.765
C  -0.875  -8.099  19.889
N  -0.842  -6.493  19.858
C  -2.099  -6.099  19.074
C  -0.653  -5.660  21.136
C  0.811  -5.487  21.333
C  1.559  -6.080  20.126
C  0.408  -6.089  19.141
H  -1.319  -10.307  21.984
H  -2.090  -10.791  20.389
H  -2.958  -10.422  21.785
H  -2.160  -8.069  21.674
H  -3.017  -8.406  20.319
H  -0.936  -8.462  18.863
H  0.076  -8.489  20.253
H  -2.963  -5.871  19.697
H  -2.460  -6.751  18.278
H  -1.936  -5.148  18.567
H  -1.051  -4.663  20.950
H  -1.316  -6.051  21.909
H  1.064  -4.430  21.414
H  0.979  -6.037  22.260
H  2.484  -5.572  19.855
H  1.799  -7.139  20.224
H  0.246  -5.061  18.816
H  0.498  -6.817  18.334
C  5.916  -2.833  11.887
C  5.690  -3.916  12.997
C  4.859  -5.232  12.611
N  4.826  -6.366  13.663
C  6.271  -7.045  13.803
C  3.686  -7.375  13.326
C  2.430  -6.809  13.969
C  2.756  -5.580  14.819
C  4.258  -5.793  15.040
H  6.356  -3.219  10.968
H  6.469  -2.048  12.403
H  5.016  -2.250  11.687
H  5.305  -3.488  13.922
H  6.627  -4.211  13.469
H  5.429  -5.631  11.772
H  3.902  -4.912  12.198
H  6.449  -7.658  12.920
H  6.274  -7.609  14.736
H  7.084  -6.320  13.758
H  3.882  -8.364  13.739
H  3.512  -7.414  12.251
H  1.943  -7.617  14.515
H  1.742  -6.637  13.141
H  2.204  -5.479  15.753
H  2.489  -4.664  14.293
H  4.549  -6.426  15.878
H  4.742  -4.848  15.285
C  2.502  -18.036  19.224
C  2.398  -17.041  20.385
C  2.127  -15.607  19.853
N  2.173  -14.506  20.952
C  3.607  -14.530  21.534
C  1.907  -13.175  20.271
C  1.200  -12.271  21.272
C  0.811  -13.150  22.477
C  1.078  -14.570  22.004
H  1.607  -18.030  18.602
H  2.490  -19.080  19.536
H  3.301  -17.792  18.524
H  3.396  -17.117  20.816
H  1.605  -17.285  21.092
H  1.129  -15.498  19.430
H  2.914  -15.367  19.138
H  4.169  -14.567  20.601
H  3.789  -15.371  22.204
H  3.677  -13.584  22.071
H  2.857  -12.714  20.001
H  1.204  -13.391  19.466
H  1.982  -11.609  21.646
H  0.360  -11.821  20.743
H  1.177  -12.776  23.433
H  -0.256  -13.243  22.676
H  1.151  -15.438  22.660
H  0.222  -14.876  21.403
C  11.433  -12.701  17.375
C  11.097  -12.656  18.902
C  9.502  -12.410  19.172
N  9.130  -11.945  20.685
C  9.655  -12.899  21.746
C  7.569  -11.900  20.704
C  7.197  -10.442  20.339
C  8.389  -9.597  20.732
C  9.591  -10.524  20.965
H  11.194  -13.631  16.859
H  12.507  -12.583  17.234
H  10.962  -11.903  16.801
H  11.532  -11.798  19.415
H  11.507  -13.577  19.315
H  8.955  -13.353  19.146
H  9.048  -11.698  18.482
H  9.158  -12.848  22.715
H  10.704  -12.614  21.816
H  9.583  -13.906  21.334
H  7.188  -12.079  21.709
H  7.234  -12.715  20.063
H  6.236  -9.997  20.595
H  7.082  -10.355  19.259
H  8.199  -8.981  21.611
H  8.629  -8.881  19.946
H  9.924  -10.660  21.994
H  10.464  -10.220  20.386
C  6.628  -15.322  16.286
F  7.875  -14.859  16.052
F  6.058  -15.686  15.191
F  6.560  -16.274  17.138
S  5.654  -13.859  17.018
O  4.496  -14.404  17.692
O  6.496  -13.132  17.971
N  5.045  -13.035  15.599
S  6.126  -11.890  15.499
O  5.871  -10.723  16.284
O  7.475  -12.422  15.461
C  5.894  -11.131  13.715
F  6.837  -10.226  13.465
F  5.969  -12.122  12.791
F  4.729  -10.509  13.719
C  -4.313  -13.527  19.507
F  -3.969  -12.723  20.492
F  -4.841  -14.694  19.818
F  -5.051  -12.913  18.600
S  -2.655  -13.922  18.614
O  -2.608  -12.990  17.456
O  -1.583  -13.892  19.582
N  -2.932  -15.470  17.815
S  -2.171  -16.473  18.720
O  -0.705  -16.403  18.476
O  -2.553  -16.464  20.075
C  -2.867  -18.178  17.962
F  -3.298  -18.965  19.001
F  -3.951  -18.202  17.102
F  -1.853  -18.821  17.462
C  -0.128  -10.917  17.235
F  -0.168  -12.065  16.446
F  -1.147  -10.071  17.217
F  0.088  -11.294  18.510
S  1.458  -10.008  16.540
O  1.514  -10.205  15.101
O  1.349  -8.596  16.939
N  2.629  -11.000  17.246
S  3.108  -10.295  18.489
O  2.174  -9.729  19.506
O  4.132  -11.192  19.022
C  4.277  -8.773  17.930
F  4.360  -8.664  16.646
F  3.722  -7.686  18.359
F  5.495  -8.882  18.501
C  -4.350  -9.894  17.364
F  -3.860  -10.737  18.336
F  -3.554  -8.840  17.132
F  -4.354  -10.629  16.197
S  -6.196  -9.454  17.745
O  -6.938  -10.635  17.340
O  -6.178  -9.208  19.131
N  -6.299  -8.041  16.666
S  -7.729  -7.528  17.038
O  -8.788  -8.458  17.140
O  -7.635  -6.506  18.078
C  -7.979  -6.528  15.359
F  -8.958  -5.600  15.554
F  -7.003  -5.778  15.104
F  -8.303  -7.262  14.285
C  3.516  -8.501  22.650
F  2.382  -9.210  22.417
F  3.999  -7.870  21.509
F  3.251  -7.660  23.618
S  4.885  -9.651  23.231
O  4.709  -10.830  22.362
O  6.129  -8.908  23.020
N  4.610  -9.838  24.987
S  4.145  -11.319  25.131
O  3.787  -11.572  26.519
O  3.128  -11.680  24.166
C  5.804  -12.323  24.896
F  5.647  -13.552  24.228
F  6.772  -11.645  24.300
F  6.275  -12.665  26.162
C  2.164  -16.194  15.629
F  1.726  -17.018  16.578
F  3.503  -16.031  15.881
F  1.946  -16.746  14.534
S  1.241  -14.564  15.752
O  -0.242  -14.851  15.662
O  1.619  -13.973  17.025
N  2.072  -13.714  14.525
S  0.926  -13.533  13.489
O  0.686  -14.726  12.731
O  -0.306  -12.961  14.015
C  1.638  -12.268  12.080
F  2.718  -11.607  12.604
F  1.892  -12.987  10.909
F  0.722  -11.343  11.812

These are the Mulliken partial charges, in e, on atoms 1 to 5: number 1, Li, carries 1.57; number 2, C, carries -1.25; number 3, C, carries -0.47; number 4, C, carries 0.87; number 5, N, carries 0.84

Record 2
Formula: C4H6O2
Source: the OMol25 dataset
Level of theory: the ωB97M-V functional and the def2-TZVPD basis

relative energy (zero: lowest compared OMol25 entry of this formula, charge and spin)	4.3435	eV
net charge	0

Positions of all 12 atoms, in Å:
C  -0.872  -1.087  1.043
C  -0.120  0.198  0.708
O  0.592  0.770  1.565
C  0.064  0.362  -0.719
C  1.432  0.680  -1.240
O  1.728  0.510  -2.402
H  -1.646  -1.366  0.318
H  -1.279  -0.974  2.043
H  -0.081  -1.842  1.035
H  -0.630  -0.064  -1.440
H  -1.059  0.952  0.339
H  2.185  0.915  -0.469

These are the natural (NBO) partial charges, in e, on atoms 1 to 5: number 1, C, carries -0.65; number 2, C, carries 0.16; number 3, O, carries -0.62; number 4, C, carries -0.21; number 5, C, carries 0.37

Record 3
Formula: CH2ClPS
Source: the OMol25 dataset
Level of theory: the ωB97M-V functional and the def2-TZVPD basis

relative energy (zero: lowest compared OMol25 entry of this formula, charge and spin)	2.0923	eV
net charge	0

Positions of all 6 atoms, in Å:
C  -0.382  -0.316  0.163
P  -2.004  -0.075  0.958
S  -0.390  -2.158  -0.061
Cl  -3.131  0.245  -0.511
H  -0.279  0.107  -0.932
H  0.344  -0.061  0.985

These are the natural (NBO) partial charges, in e, on atoms 1 to 5: number 1, C, carries -0.94; number 2, P, carries 0.82; number 3, S, carries -0.18; number 4, Cl, carries -0.20; number 5, H, carries 0.26

Record 4
Formula: C9H13F6N3O7PS2
Source: the OMol25 dataset
Level of theory: the ωB97M-V functional and the def2-TZVPD basis

net charge	+1
SMILES	CP(O)n1c(COC(F)(F)F)n[n+](S(=O)(=O)C(F)(F)F)c1CCCS(=O)(=O)O

Positions of all 41 atoms, in Å:
C  -2.000  2.630  0.279
P  -1.388  1.694  1.711
O  -2.786  1.222  2.405
N  -0.805  0.168  0.910
C  -1.586  -0.828  0.335
C  -3.090  -0.857  0.197
O  -3.437  -1.548  -0.981
C  -3.602  -0.783  -2.092
F  -2.821  0.317  -2.053
F  -3.258  -1.494  -3.141
F  -4.853  -0.380  -2.227
N  -0.864  -1.816  -0.106
N  0.418  -1.429  0.189
S  1.666  -2.545  -0.219
O  2.941  -1.960  -0.023
O  1.369  -3.082  -1.494
C  1.467  -3.869  1.078
F  0.184  -4.106  1.287
F  2.016  -3.432  2.196
F  2.069  -4.934  0.628
C  0.474  -0.232  0.785
C  1.657  0.536  1.236
C  1.693  1.976  0.632
C  2.872  2.304  -0.290
S  3.197  1.189  -1.630
O  3.434  1.948  -2.815
O  4.236  0.300  -1.228
O  1.791  0.442  -1.774
H  -2.861  3.222  0.573
H  -1.192  3.251  -0.094
H  -2.281  1.950  -0.524
H  -2.636  0.428  2.936
H  -3.527  0.134  0.266
H  -3.484  -1.442  1.025
H  2.584  -0.007  1.084
H  1.531  0.650  2.314
H  0.760  2.192  0.124
H  1.769  2.665  1.469
H  2.710  3.293  -0.709
H  3.781  2.364  0.302
H  1.854  -0.131  -2.559

These are the natural (NBO) partial charges, in e, on atoms 1 to 5: number 1, C, carries -1.00; number 2, P, carries 1.28; number 3, O, carries -0.96; number 4, N, carries -0.62; number 5, C, carries 0.35

Record 5
Formula: C10H6Cl3N
Source: the OMol25 dataset
Level of theory: the ωB97M-V functional and the def2-TZVPD basis

relative energy (zero: lowest compared OMol25 entry of this formula, charge and spin)	0.0000	eV
net charge	0
SMILES	N#C[C@@](Cl)(/C(Cl)=C/Cl)c1ccccc1

Positions of all 20 atoms, in Å:
C  -1.153  1.657  -1.256
C  1.472  -0.107  2.782
C  1.267  1.141  2.248
C  1.065  -1.269  2.053
C  0.454  1.273  1.107
C  0.267  -1.116  0.876
C  -0.056  0.181  0.411
C  -1.255  -1.078  -3.030
C  -0.417  -0.348  -2.341
C  -0.957  0.351  -0.777
N  -1.369  2.750  -1.633
Cl  -0.733  -1.597  -4.532
Cl  1.200  -0.017  -2.668
Cl  -2.620  -0.254  -0.338
H  2.237  -0.238  3.573
H  1.681  2.048  2.697
H  1.010  -2.227  2.524
H  0.304  2.335  0.798
H  -0.178  -1.926  0.279
H  -2.219  -1.558  -2.771

These are the natural (NBO) partial charges, in e, on atoms 1 to 5: number 1, C, carries 0.23; number 2, C, carries -0.20; number 3, C, carries -0.21; number 4, C, carries -0.21; number 5, C, carries -0.18

Record 6
Formula: C2H2INO3
Source: the OMol25 dataset
Level of theory: the ωB97M-V functional and the def2-TZVPD basis

relative energy (zero: lowest compared OMol25 entry of this formula, charge and spin)	4.1680	eV
net charge	0
SMILES	O=C(I)C[N+](=O)[O-]

Positions of all 9 atoms, in Å:
C  0.531  -0.444  0.901
C  -0.525  -0.162  -0.098
N  -0.177  1.061  -0.848
O  0.687  0.155  1.906
O  -0.896  1.549  -1.617
O  0.896  1.421  -0.462
I  1.466  -2.361  0.636
H  -1.447  -0.262  0.481
H  -0.535  -0.959  -0.899

These are the natural (NBO) partial charges, in e, on atoms 1 to 5: number 1, C, carries 0.48; number 2, C, carries -0.45; number 3, N, carries 0.56; number 4, O, carries -0.47; number 5, O, carries -0.32

Record 7
Formula: C4H9NO2
Source: the OMol25 dataset
Level of theory: the ωB97M-V functional and the def2-TZVPD basis

relative energy (zero: lowest compared OMol25 entry of this formula, charge and spin)	4.1383	eV
net charge	0

Positions of all 16 atoms, in Å:
C  0.253  -1.900  -0.613
C  -0.192  -0.571  -0.029
C  1.406  0.642  1.559
O  0.481  1.312  2.193
N  -0.736  0.296  -1.063
C  -0.964  1.611  -0.919
O  -0.800  2.284  0.095
H  -0.500  -2.353  -1.273
H  0.461  -2.620  0.184
H  1.173  -1.763  -1.190
H  -0.944  -0.704  0.768
H  1.640  -0.246  2.197
H  0.751  0.030  0.334
H  0.086  1.940  1.533
H  -0.908  -0.101  -1.973
H  -1.349  2.073  -1.842

These are the natural (NBO) partial charges, in e, on atoms 1 to 5: number 1, C, carries -0.62; number 2, C, carries -0.24; number 3, C, carries 0.03; number 4, O, carries -0.66; number 5, N, carries -0.59

Record 8
Formula: C35H39BaN11O5S4Sb
Source: the OMol25 dataset
Level of theory: the ωB97M-V functional and the def2-TZVPD basis

relative energy (zero: lowest compared OMol25 entry of this formula, charge and spin)	0.0000	eV
net charge	-2
spin multiplicity	2
⟨S²⟩	0.765

Positions of all 96 atoms, in Å:
Ba  -21.831  -7.320  -2.172
C  -24.175  -7.162  -5.477
O  -23.487  -8.026  -4.571
C  -23.154  -9.341  -4.803
C  -24.411  -10.339  -4.915
C  -24.284  -11.447  -5.875
C  -23.234  -11.500  -6.761
C  -22.099  -10.632  -6.765
C  -22.007  -9.616  -5.818
N  -20.958  -8.801  -5.987
N  -20.890  -7.659  -5.411
C  -20.019  -6.699  -5.745
C  -20.268  -5.513  -4.928
O  -21.216  -5.517  -4.110
C  -19.351  -4.420  -5.067
C  -18.205  -4.512  -5.843
C  -17.903  -5.724  -6.564
C  -16.756  -5.850  -7.430
C  -16.365  -7.037  -7.980
C  -17.188  -8.166  -7.733
C  -18.414  -8.039  -7.123
C  -18.810  -6.814  -6.509
H  -24.503  -7.681  -6.403
H  -23.436  -6.378  -5.724
H  -25.049  -6.743  -5.008
H  -25.423  -9.853  -5.009
H  -25.120  -12.155  -5.868
H  -23.287  -12.183  -7.625
H  -21.311  -10.753  -7.524
H  -19.674  -3.510  -4.542
H  -17.462  -3.681  -5.849
H  -16.138  -4.974  -7.480
H  -15.472  -7.101  -8.577
H  -16.804  -9.195  -8.042
H  -19.164  -8.866  -7.064
O  -21.211  -6.523  0.272
N  -19.995  -6.305  0.472
N  -19.378  -5.785  -0.609
O  -19.994  -5.368  -1.674
C  -17.998  -5.616  -0.445
C  -17.463  -5.904  0.821
C  -16.103  -5.604  1.001
C  -15.298  -5.138  -0.060
C  -15.868  -5.029  -1.342
C  -17.209  -5.179  -1.557
H  -18.108  -6.274  1.640
H  -15.683  -5.714  2.007
H  -14.270  -4.871  0.179
H  -15.227  -4.799  -2.187
H  -17.685  -4.874  -2.520
S  -27.321  -6.627  1.174
Sb  -25.001  -7.022  0.908
S  -24.461  -9.233  1.747
S  -24.669  -6.294  -1.408
C  -18.970  -10.520  5.306
C  -19.021  -11.613  4.258
C  -19.558  -11.127  2.944
N  -19.107  -11.542  1.770
N  -19.763  -10.968  0.740
C  -20.781  -10.239  1.091
N  -21.708  -9.729  0.230
S  -20.932  -10.004  2.792
H  -18.143  -10.748  6.025
H  -19.984  -10.444  5.750
H  -18.706  -9.544  4.882
H  -19.584  -12.479  4.701
H  -18.024  -11.990  4.034
H  -21.584  -10.214  -0.649
H  -22.628  -9.395  0.610
N  -19.177  -9.222  -2.495
C  -18.327  -9.976  -2.390
N  -17.462  -10.955  -2.239
C  -16.511  -11.461  -3.294
C  -16.732  -12.981  -3.370
O  -16.228  -13.550  -2.158
C  -17.115  -13.195  -1.045
C  -17.242  -11.639  -0.927
H  -15.487  -11.210  -3.035
H  -16.823  -10.911  -4.259
H  -16.138  -13.368  -4.221
H  -17.803  -13.275  -3.527
H  -16.653  -13.569  -0.146
H  -18.102  -13.622  -1.139
H  -16.320  -11.230  -0.432
H  -18.105  -11.450  -0.303
C  -23.796  -11.858  -1.242
N  -24.336  -11.730  -2.625
C  -25.551  -12.469  -2.875
C  -23.893  -10.764  -3.485
N  -22.829  -9.952  -3.413
H  -23.907  -12.872  -0.820
H  -24.228  -11.043  -0.637
H  -22.699  -11.597  -1.313
H  -25.525  -13.006  -3.862
H  -26.439  -11.841  -2.801
H  -25.672  -13.189  -2.041

These are the Mulliken partial charges, in e, on atoms 1 to 5: number 1, Ba, carries 1.34; number 2, C, carries -0.78; number 3, O, carries -0.11; number 4, C, carries 1.37; number 5, C, carries 0.02

Which molar mass belongs to each record? In order, 2200.78 86.09 112.52 484.31 246.52 214.95 103.12 1081.12 g/mol.
Which DFT total energy belongs to each record? In order, -12453.4004 -306.3467 -1238.9678 -2778.3716 -1819.9101 -655.4503 -362.9335 -4194.0269 a.u..